[1]
7
Properties=species:S:1:pos:R:3:nbo_charge:R:1 method="wB97M-V/def2-TZVPD" multiplicity=1 relative_energy_ev=1.939 e_homo_ha=-0.39172 lumo_energy_ev=-3.26
O 0.73510 1.56152 -0.49528 -0.9725
O 0.30528 -1.04515 -0.77858 -0.9108
O -1.49025 0.39794 0.37648 -1.0115
P 0.24616 0.33601 0.07241 2.2264
Br 0.39288 -2.70587 -0.05378 0.4169
Br 1.20459 -0.46372 1.84332 -0.1767
Br -3.43728 0.13302 0.92672 0.4282

---

[2]
10
Properties=species:S:1:pos:R:3:nbo_charge:R:1 method="wB97M-V/def2-TZVPD" multiplicity=1 relative_energy_ev=3.098 smiles="BrN=[Si](Br)Br.Br[SiH2]Br" e_homo_ha=-0.33972 lumo_energy_ev=-0.88
Br -0.38859 0.67849 3.20751 0.2096
N 0.97052 -0.00206 2.06172 -1.2125
Si 1.92218 0.67098 0.89646 1.4382
Br 2.01589 2.36346 -0.47295 -0.2134
Br 3.32194 -0.88277 0.29897 -0.2300
Br 0.28112 -1.12625 -2.02292 -0.2835
Si -1.68007 -0.67593 -1.16881 0.8926
Br -1.85303 1.45781 -1.12844 -0.2690
H -1.58430 -1.41784 -0.00114 -0.1789
H -3.00566 -1.06589 -1.67039 -0.1529

---

[3]
8
Properties=species:S:1:pos:R:3:nbo_charge:R:1 method="wB97M-V/def2-TZVPD" multiplicity=1 relative_energy_ev=3.968 e_homo_ha="-0.30070 / -0.30046" lumo_energy_ev="-3.26 / -3.27"
Si -0.92534 -0.57411 0.77495 0.7924
Si 1.32099 -0.09387 -0.01886 0.7081
Br -1.86016 -2.08972 -0.31175 -0.1539
Br -2.35323 2.46335 -1.09923 -0.6801
Br 1.29975 0.59092 -2.12143 -0.1554
Br 2.21102 1.58466 1.19057 -0.1951
Br 2.19653 -2.23887 0.14732 -0.2501
H -1.88956 0.35765 1.43843 -0.0659

---

[4]
9
Properties=species:S:1:pos:R:3:nbo_charge:R:1 method="wB97M-V/def2-TZVPD" multiplicity=2 e_homo_ha="-0.35786 / -0.37619" lumo_energy_ev="-4.98 / -4.53" total_charge=+1
Ca 11.29442 33.16530 9.65393 0.9441
Ca 6.32176 33.25836 8.84795 1.8140
Ca 8.27827 30.95675 12.82475 0.9993
P 5.16717 30.90946 8.51186 2.4005
O 4.88197 29.37735 8.77774 -0.6037
O 3.97297 31.72977 8.82591 -1.1145
O 6.14915 31.46727 7.45722 -1.2532
O 5.95650 31.20737 9.74307 -1.2834
Br 8.46197 32.53161 10.40755 -0.9032

---

[5]
17
Properties=species:S:1:pos:R:3:nbo_charge:R:1 method="wB97M-V/def2-TZVPD" multiplicity=1 relative_energy_ev=2.453 e_homo_ha=-0.51293 lumo_energy_ev=-8.20 total_charge=+1
Cd 1.70291 -2.25664 -1.01555 1.5851
Br 0.62382 0.13153 -0.72776 -0.6375
O -2.33904 -1.31053 -0.27525 -0.9304
H -1.73014 -0.62029 -0.59167 0.4856
H -2.14134 -1.41191 0.66563 0.4710
O -0.59120 0.69454 2.67332 -0.9094
H -0.54207 -0.24811 2.49164 0.4466
H -0.27387 1.12312 1.86853 0.4642
O 2.94781 2.13382 1.15561 -0.9231
H 3.74745 1.61371 1.01926 0.4656
H 2.26087 1.68604 0.64737 0.4541
O -1.25174 2.70045 -2.68603 -0.9268
H -0.82729 3.52277 -2.41192 0.4766
H -0.64073 2.00431 -2.42697 0.4493
O -0.01752 -3.29096 -0.38156 -1.0606
H -0.16574 -3.84138 0.40883 0.5412
H -0.76217 -2.63045 -0.41348 0.5484

---

[6]
7
Properties=species:S:1:pos:R:3:nbo_charge:R:1 method="wB97M-V/def2-TZVPD" multiplicity=1 relative_energy_ev=0.004 smiles="O=P(Br)(SCl)SCl" e_homo_ha=-0.36063 lumo_energy_ev=-1.03
O -0.63742 -1.03695 -1.29933 -0.9681
P 0.33666 -0.36323 -0.19594 1.2518
Br 2.21630 -1.32571 0.12436 -0.1043
S 1.14743 1.71676 -0.56840 0.0019
Cl 1.99379 2.13392 1.21839 -0.1266
S -0.70137 -0.14916 1.63195 0.0120
Cl -2.48440 -0.79405 1.10028 -0.0667

---

[7]
6
Properties=species:S:1:pos:R:3:nbo_charge:R:1 method="wB97M-V/def2-TZVPD" multiplicity=1 relative_energy_ev=2.828 e_homo_ha="-0.35348 / -0.33283" lumo_energy_ev="-2.14 / -2.96"
P -1.43977 -0.13802 -0.59181 0.5171
P -0.49262 0.92387 1.13247 0.3375
Cl -2.59832 -1.19539 0.74926 -0.2837
Cl 0.19100 -1.32685 -0.88459 -0.2568
Cl 1.07088 1.59049 0.20630 -0.1596
Br 3.26883 0.14591 -0.61163 -0.1546

---

[8]
5
Properties=species:S:1:pos:R:3:nbo_charge:R:1 method="wB97M-V/def2-TZVPD" multiplicity=1 relative_energy_ev=4.320 e_homo_ha="-0.35460 / -0.35457" lumo_energy_ev="-2.33 / -2.34"
N -0.62729 -0.29663 0.57276 0.0302
O 0.73922 0.90085 -0.40721 -0.5569
F -0.22271 -1.44624 -0.05062 -0.2074
Cl 2.18372 0.55142 0.01734 0.3488
Br -2.07295 0.29060 -0.13226 0.3853

---

[9]
6
Properties=species:S:1:pos:R:3:nbo_charge:R:1 method="wB97M-V/def2-TZVPD" multiplicity=1 relative_energy_ev=1.637 e_homo_ha=-0.34017 lumo_energy_ev=-2.37
N -1.27651 -0.54012 -1.76653 -0.5248
O 0.20047 1.57452 1.18279 -0.9927
S -1.89492 -0.33437 -0.39426 0.5692
Cl 0.24959 0.42594 -2.19863 -0.0079
Br 1.65126 -1.27739 2.59808 -0.3006
I 1.07011 0.15142 0.57855 1.2568

---

[10]
8
Properties=species:S:1:pos:R:3:nbo_charge:R:1 method="wB97M-V/def2-TZVPD" multiplicity=5 e_homo_ha="-0.32804 / -0.38544" lumo_energy_ev="-0.14 / -3.50"
Co -1.06891 0.01493 3.85761 0.7095
Br -0.58398 0.27235 1.20069 -0.6979
O -1.41380 1.62012 -2.10572 -0.9385
H -0.58359 1.90179 -2.48996 0.4644
H -1.22741 1.53008 -1.17117 0.4729
O 1.75677 -2.09723 0.42230 -0.9509
H 1.05861 -1.50297 0.69736 0.4760
H 2.06233 -1.73906 -0.41111 0.4645

---

[11]
4
Properties=species:S:1:pos:R:3:nbo_charge:R:1 method="wB97M-V/def2-TZVPD" multiplicity=3 relative_energy_ev=1.319 e_homo_ha="-0.22397 / -0.41881" lumo_energy_ev="0.12 / -3.91"
F -1.29001 0.48343 0.61983 -0.6103
P 0.40745 0.40252 0.43026 0.7165
Br 0.50854 -1.74537 -0.05587 -0.1363
H 0.37402 0.85942 -0.99422 0.0302

---

[12]
25
Properties=species:S:1:pos:R:3:nbo_charge:R:1 method="wB97M-V/def2-TZVPD" multiplicity=1 relative_energy_ev=0.754 e_homo_ha=-0.22824 lumo_energy_ev=3.06 total_charge=-1
Br -20.77700 15.96000 12.90000 -0.9129
O -23.73500 17.58400 13.17900 -0.9778
H -23.66400 18.52300 13.00300 0.4610
H -22.91700 17.14500 12.91600 0.5014
O -19.53800 17.82800 15.39600 -0.9690
H -19.60200 17.43900 16.28600 0.4642
H -19.65900 17.15000 14.74100 0.4909
O -17.51200 16.99400 13.01000 -0.9573
H -17.01200 17.13800 12.20500 0.4651
H -18.17000 16.31200 12.81900 0.4858
O -22.69900 16.58100 15.72800 -0.9657
H -22.10700 16.38500 15.01600 0.4791
H -23.05100 17.39800 15.34900 0.4722
O -18.79800 13.50200 13.75700 -0.9657
H -17.94600 13.89900 13.99600 0.4541
H -19.32900 14.18100 13.31300 0.4896
O -21.07100 14.04800 10.06300 -0.9508
H -21.26600 14.19000 9.11200 0.4509
H -21.23900 14.93900 10.47500 0.4935
O -19.23700 18.56600 10.90400 -0.9681
H -20.04600 19.07400 10.97600 0.4639
H -19.21500 17.95600 11.64200 0.4977
O -21.74200 13.03300 14.62700 -0.9501
H -22.01700 13.68500 14.02100 0.4844
H -22.00900 13.22200 15.49800 0.4638

---

[13]
7
Properties=species:S:1:pos:R:3:nbo_charge:R:1 method="wB97M-V/def2-TZVPD" multiplicity=1 relative_energy_ev=2.747 smiles="O=[Si](O)I.Br" e_homo_ha=-0.35651 lumo_energy_ev=-0.93
O 0.42955 0.21561 1.04902 -1.2010
Si -0.63261 -0.45846 0.18690 2.0041
O -0.62522 -1.79321 -0.77334 -1.0893
I -2.91707 0.19786 0.00704 -0.1622
H -0.06757 -1.96085 -1.46735 0.5196
Br 2.40060 2.39508 0.12144 -0.3877
H 1.41232 1.40397 0.87630 0.3165

---

[14]
6
Properties=species:S:1:pos:R:3:nbo_charge:R:1 method="wB97M-V/def2-TZVPD" multiplicity=1 relative_energy_ev=1.299 e_homo_ha=-0.34959 lumo_energy_ev=-0.55
N 0.98198 0.48482 0.12629 -1.0084
O -0.94889 -1.74082 0.45795 -0.8527
S -0.78661 -0.63598 -0.41592 1.2823
Br -2.21519 0.97997 -0.01060 -0.1433
H 1.64354 -0.23145 0.38820 0.3578
H 1.32518 1.14346 -0.54592 0.3642

---

[15]
6
Properties=species:S:1:pos:R:3:nbo_charge:R:1 method="wB97M-V/def2-TZVPD" multiplicity=1 relative_energy_ev=4.333 e_homo_ha="-0.30775 / -0.30773" lumo_energy_ev="-2.31 / -2.30"
N 0.88540 -0.84578 -0.85408 -0.8714
P -0.42654 0.95883 1.27216 0.4162
Br -0.70283 2.68536 -0.04121 -0.1449
H 0.06214 -1.40241 -0.81422 0.3116
H 1.74555 -1.47269 -0.62376 0.3318
H -1.56372 0.07668 1.06111 -0.0433

---

[16]
8
Properties=species:S:1:pos:R:3:nbo_charge:R:1 method="wB97M-V/def2-TZVPD" multiplicity=1 relative_energy_ev=0.000 e_homo_ha=-0.51227 lumo_energy_ev=-8.42 total_charge=+1
Mg -11.33981 11.01790 -12.80014 1.6728
Br -10.92936 8.75301 -12.14193 -0.6690
O -13.98383 7.06791 -12.31214 -0.9142
H -13.03131 7.01588 -12.20238 0.4597
H -14.18657 8.00585 -12.33458 0.4534
O -9.41524 5.46040 -13.02000 -0.9252
H -10.09996 6.13203 -13.01709 0.4471
H -9.25658 5.26598 -13.94762 0.4753

---

[17]
9
Properties=species:S:1:pos:R:3:nbo_charge:R:1 method="wB97M-V/def2-TZVPD" multiplicity=1 relative_energy_ev=0.926 smiles="N=[P@](N)(O)Br" e_homo_ha=-0.33062 lumo_energy_ev=0.32
N 0.83404 1.72820 -0.16345 -1.1386
P -0.07825 0.23670 -0.17415 1.9068
N 0.21539 -0.92414 1.01122 -1.1636
O 0.06819 -0.63006 -1.43005 -1.0182
Br -2.28077 0.49661 0.14898 -0.2593
H 0.34718 2.02350 -1.00361 0.3295
H 1.19886 -0.79411 1.21652 0.3978
H -0.29596 -0.53974 1.85625 0.4058
H -0.00869 -1.59696 -1.46170 0.5399

---

[18]
4
Properties=species:S:1:pos:R:3:nbo_charge:R:1 method="wB97M-V/def2-TZVPD" multiplicity=1 relative_energy_ev=2.323 e_homo_ha="-0.08646 / -0.13903" lumo_energy_ev="3.87 / 4.41" total_charge=-1
N 0.08457 -0.37314 -0.33901 0.0541
O 0.19902 -1.27266 0.39535 -0.3766
Br 1.63784 0.95619 0.13280 -0.4459
H -1.92144 0.68961 -0.18913 -0.2316

---

[19]
7
Properties=species:S:1:pos:R:3:nbo_charge:R:1 method="wB97M-V/def2-TZVPD" multiplicity=1 relative_energy_ev=0.303 e_homo_ha=-0.19673 lumo_energy_ev=3.41 total_charge=-1
N -0.43324 0.92099 0.49557 -0.9306
O 1.41636 -0.85441 -0.16834 -1.0030
O -0.73465 -0.65982 -1.32362 -1.0357
O -0.67084 -1.58299 0.93745 -1.0024
S -0.05050 -0.73781 -0.07372 2.4488
Br 1.16529 1.77336 0.69436 0.1307
H -0.69243 1.14067 -0.56170 0.3921

---

[20]
2
Properties=species:S:1:pos:R:3:nbo_charge:R:1 method="wB97M-V/def2-TZVPD" multiplicity=1 relative_energy_ev=1.478 e_homo_ha=-0.53050 lumo_energy_ev=-8.58 total_charge=+1
Mg 0.55696 -1.35797 0.00782 1.4919
Br -0.55696 1.35797 -0.00782 -0.4919